Record 1
6 unconnected molecules or ions with the total composition C58H65F41O9S at a distorted geometry. Source: OMol25; level of theory: ωB97M-V/def2-TZVPD.

```
174
C58H65F41O9S | OMol25 | ωB97M-V/def2-TZVPD
S 7.554 2.861 -2.232
F -3.833 -5.880 -8.776
F -2.337 -3.134 -7.099
F -5.742 1.999 6.344
F -9.024 -3.018 3.598
F -3.751 -1.572 -4.305
F 6.547 -7.632 2.639
F -0.772 0.533 8.508
F 2.660 -7.793 4.667
F 3.562 2.410 -0.829
F -9.718 -2.894 -1.023
F 3.315 -3.029 3.151
F 4.194 -1.047 3.333
F 4.553 -9.185 6.382
F -4.061 3.329 6.714
F 3.980 -9.633 4.053
F -4.354 2.660 4.055
F 2.534 -8.999 7.176
F -2.438 -3.545 -9.224
F 2.444 -6.321 6.241
F -1.653 0.418 6.533
F -4.169 -4.235 -3.417
F 0.763 -1.772 2.790
F -2.533 1.786 4.842
F -1.421 3.315 6.385
F -4.863 -4.112 -8.039
F -8.689 -4.663 -1.760
F -0.958 -4.329 4.447
F 0.908 -4.146 3.339
F -7.294 -2.327 -2.208
F 6.412 -8.267 4.715
F 0.337 -3.284 6.746
F -9.277 -0.935 0.722
F -8.607 -0.354 2.711
F -2.662 -4.051 -4.963
F -7.193 -1.916 -0.083
F -4.422 -2.153 -6.294
F 0.261 -1.904 5.078
F 2.283 -1.211 1.351
F -7.518 -2.833 2.052
F 0.458 2.236 6.600
F 5.724 -10.249 2.925
O -2.743 1.510 8.194
O 5.529 2.346 -7.256
O 8.507 1.805 -2.839
O 6.905 3.974 -3.363
O -4.704 -4.896 -5.471
O -9.560 -3.678 1.545
O 2.211 -2.936 5.602
O 8.429 3.712 -1.234
O 4.438 -6.529 5.282
C 0.796 -3.082 5.482
C 5.517 0.679 0.962
C 6.531 1.739 0.158
C 2.883 0.169 -4.952
C 2.753 -1.735 5.045
C 4.740 3.150 -1.419
C 5.041 1.771 -6.122
C -7.334 -2.914 -0.982
C -5.478 2.697 -1.683
C 5.926 1.973 -4.756
C -4.299 4.895 -2.883
C 0.393 -4.262 4.590
C -9.354 -1.269 2.036
C 2.889 0.690 -7.710
C 4.017 7.310 1.246
C -8.845 -2.693 2.290
C 3.722 5.718 1.507
C 3.037 -1.754 3.535
C 1.310 6.479 2.973
C 3.295 -7.253 5.735
C 5.702 3.421 -4.001
C -1.477 1.247 7.590
C 1.445 -0.671 -5.086
C -0.712 2.526 7.232
C 0.705 -0.846 -6.540
C -3.780 -4.903 -7.815
C -3.989 -3.911 -4.726
C 1.947 -1.136 2.667
C 4.728 4.510 0.993
C 0.795 5.555 -3.037
C -8.636 -3.685 -0.800
C 4.797 -6.742 3.914
C -4.498 -2.487 -4.980
C 3.642 0.894 -6.231
C -4.304 3.240 -2.703
C 2.348 5.321 2.375
C 5.418 -0.690 0.313
C -2.479 -4.132 -7.997
C 3.635 -8.285 6.817
C -1.868 6.199 -2.668
C -3.243 5.661 -1.888
C -4.371 2.056 6.350
C 4.390 3.291 -3.029
C 6.036 2.094 -1.360
C -5.640 1.041 -1.693
C 5.017 4.570 -0.653
C 1.789 4.222 -2.851
C 3.315 4.469 -3.396
C 1.465 -0.173 -7.849
C 4.881 -9.204 3.144
C -8.793 -4.380 0.561
C -3.882 1.088 7.438
C 5.656 -7.981 3.621
C 2.986 8.444 1.837
C -3.879 1.744 4.942
C -3.938 -5.598 -6.454
C -0.717 5.034 -2.589
C 1.618 8.095 2.712
H 1.313 3.392 -3.564
H -6.550 3.112 -1.973
H 2.052 4.192 2.623
H 3.333 0.214 -3.864
H 3.246 9.587 1.663
H -5.539 -2.380 -4.666
H 3.712 5.557 -3.107
H 7.075 1.930 -5.043
H -4.688 1.024 8.180
H -1.070 4.159 -3.317
H 0.933 -0.340 -8.894
H -4.221 0.759 4.612
H -9.367 -5.296 0.377
H 4.376 3.456 1.358
H 1.713 3.940 -1.717
H 3.365 1.139 -8.698
H 4.359 -9.000 2.206
H 4.391 5.481 -1.037
H -0.718 4.603 -1.494
H 1.152 6.396 -2.297
H 0.742 -5.209 5.010
H -5.399 5.307 -2.719
H 4.992 7.629 0.659
H -5.291 3.006 -0.559
H 1.800 -0.079 2.909
H -4.512 -6.514 -6.639
H 4.036 -7.800 7.710
H 5.658 1.116 -1.891
H 4.927 0.954 1.936
H 6.817 2.676 0.820
H -7.837 -4.735 0.965
H 5.413 -5.871 3.659
H -0.307 -1.434 -6.575
H -2.158 6.437 -3.797
H -1.533 7.231 -2.201
H 6.160 4.905 -0.744
H -10.395 -1.162 2.350
H -0.484 3.112 8.126
H -3.231 2.869 -2.409
H 0.898 8.907 3.163
H -2.869 4.881 -1.090
H 2.187 -0.848 5.355
H -1.612 -4.794 -7.921
H -3.771 0.062 7.068
H 3.241 4.492 -4.587
H 0.707 5.907 -4.150
H 3.725 -1.624 5.541
H 5.730 1.036 -4.070
H 5.400 4.188 -4.865
H -2.982 -5.953 -6.050
H -4.693 0.477 -1.293
H -4.015 5.089 -4.014
H -4.549 2.765 -3.767
H 4.974 -1.637 0.839
H 5.850 -0.849 -0.784
H 7.550 1.128 0.039
H -5.998 0.627 -2.747
H 5.766 4.713 1.548
H 3.863 2.260 -3.323
H -3.770 6.526 -1.277
H 3.929 -6.665 3.247
H 0.958 -1.129 -4.101
H -6.467 -3.576 -0.906
H -6.521 0.793 -0.943
H 0.344 6.223 3.612
```

Properties
F_max, eV Å⁻¹: 8.32
E_tot, eV: -201849.629
SMILES: C=CC[C@H]1[C@@](F)(CCc2ccccc2)[C@@H](CCCCCCCCCC)[C@H](CC(=O)c2ccccc2)OS1(=O)=O.FC(F)C(F)(F)COC(F)(F)C(F)F.FC(F)C(F)(F)COC(F)(F)C(F)F.FC(F)C(F)(F)COC(F)(F)C(F)F.FC(F)C(F)(F)COC(F)(F)C(F)F.FC(F)C(F)(F)COC(F)(F)C(F)F
Orbital gap, eV: 7.42

---

Record 2
A single C6H10O molecule. Source: OMol25; level of theory: ωB97M-V/def2-TZVPD.

```
17
C6H10O | OMol25 | ωB97M-V/def2-TZVPD
O 0.636 -0.592 2.091
C 0.692 1.049 -0.244
C -1.382 -0.516 -0.937
C -1.763 0.017 0.416
C 1.331 -0.968 1.177
C -0.798 0.790 -0.483
C 1.600 -0.167 -0.070
H 2.647 0.165 0.007
H 1.580 -0.837 -0.940
H 0.804 1.699 0.631
H 1.840 -1.952 1.239
H 1.087 1.622 -1.096
H -1.258 1.658 -0.958
H -2.116 -0.507 -1.738
H -1.419 -0.515 1.299
H -0.727 -1.383 -0.956
H -2.755 0.440 0.565
```

Properties
F_max, eV Å⁻¹: 0.54
E_tot, eV: -8430.332
SMILES: O=CCCC1CC1
Orbital gap, eV: 10.78

---

Record 3
A molecular structure, C3H4FLaO3 at a distorted geometry. Source: OMol25; level of theory: ωB97M-V/def2-TZVPD.

```
12
C3H4FLaO3 | OMol25 | ωB97M-V/def2-TZVPD
La 3.039 -4.172 0.179
F 1.863 0.607 0.795
O -1.526 -0.620 1.229
O -2.010 1.556 1.513
O -3.505 0.145 0.630
C 2.030 0.387 -1.514
C -2.280 0.376 1.224
C 1.326 0.227 -0.389
H -3.979 0.984 0.602
H 1.598 0.014 -2.443
H 0.497 -0.481 -0.301
H 2.947 0.978 -1.526
```

Properties
F_max, eV Å⁻¹: 1.94
E_tot, eV: -12887.833
Orbital gap (alpha / beta), eV: 3.47 / 3.09

---

Q: Which value of F_max does entry 1 give?
A: 8.32 eV Å⁻¹